Entry 1:
The following is a quantum chemistry calculation of C7H8Cl2CoInN2O3S as an isolated structure at a distorted geometry, from the OMol25 dataset.

Results
Total charge   +4
Spin multiplicity   5
Lowest unoccupied orbital energy (alpha / beta)   -18.72 / -19.27 eV
Calculated total energy   -3496.31601 hartree

XYZ file:
```
25
Properties=species:S:1:pos:R:3:forces:R:3
In 0.837 -0.620 -5.438 -0.38 -0.24 -1.43
Co 0.196 0.223 -1.122 2.44 2.38 -2.97
Cl -1.300 0.317 -5.151 0.33 -0.21 0.64
Cl 1.935 -0.319 -2.271 -0.80 0.17 0.98
C -0.499 -1.307 -0.646 -5.44 -6.57 3.42
C 0.767 0.515 -7.720 -3.91 3.18 -0.67
C 0.137 -1.671 -8.038 -0.31 -1.83 -3.71
O -1.178 -2.141 -0.196 3.83 3.97 -2.51
O -0.246 0.996 -8.010 4.23 -1.47 0.55
O 0.073 -1.828 -9.174 0.14 0.42 3.90
S -0.638 1.644 0.214 -0.51 -0.18 0.13
C -0.414 0.797 1.722 0.16 -0.04 0.40
N -1.292 0.962 2.723 -0.17 -0.74 0.32
C -1.170 0.479 4.098 1.19 -0.05 -0.52
C 0.277 0.106 4.429 0.28 0.31 0.82
C 1.255 -0.112 3.273 -0.78 -0.87 0.15
N 0.694 0.063 1.943 0.11 1.64 0.94
H -2.198 1.356 2.463 -0.20 0.49 0.07
H -1.843 -0.377 4.262 -0.49 0.20 -0.20
H -1.482 1.313 4.745 -0.54 -0.06 -0.06
H 0.276 -0.804 5.050 0.01 0.43 -0.12
H 0.679 0.934 5.034 -0.03 -0.45 -0.03
H 1.652 -1.127 3.285 0.50 -0.20 -0.01
H 2.107 0.577 3.348 0.33 0.04 -0.23
H 1.374 0.025 1.179 0.00 -0.30 0.15
```
Positions in Å, forces in eV/Å.

=====

Entry 2:
The following is a quantum chemistry calculation of C7H8Cl2OSi as an isolated structure at a distorted geometry, from the OMol25 dataset.

Results
Total charge   0
Energy relative to the best compared isomer or geometry (same formula, charge and spin)   0.0 kcal per mole
Lowest unoccupied orbital energy   0.04 eV
Calculated total energy   -1556.69020 hartree

XYZ file:
```
19
Properties=species:S:1:pos:R:3:forces:R:3
C 1.617 2.900 -0.255 -1.50 -0.61 -0.53
C 0.365 2.475 -0.761 -0.46 -1.20 0.32
C 2.314 1.988 0.462 1.68 -2.27 0.88
C -0.172 1.149 -0.596 1.10 2.02 0.52
C 1.885 0.619 0.592 -0.49 2.06 0.64
C 0.649 0.213 0.076 -0.89 -0.65 -0.92
C -2.640 -2.243 -0.077 2.39 1.71 -1.17
O 0.306 -1.082 0.169 -1.16 -2.45 0.43
Si -0.946 -2.965 0.256 -0.35 5.94 0.72
Cl -0.395 -3.397 2.078 0.18 -0.59 0.97
Cl -0.187 -3.950 -1.180 1.11 -1.55 -1.83
H 2.050 3.886 -0.277 -0.50 0.35 -0.57
H -0.247 3.175 -1.284 -0.40 0.49 -0.26
H 3.305 2.345 0.852 -1.07 -0.79 0.01
H -1.243 0.930 -0.788 1.00 0.09 -0.30
H 2.221 -0.021 1.388 0.94 -0.31 -0.21
H -3.489 -2.770 0.136 -2.01 -1.80 0.62
H -2.757 -1.255 0.367 0.38 -0.08 0.45
H -2.636 -1.997 -1.154 0.04 -0.37 0.22
```
Positions in Å, forces in eV/Å.

=====

Entry 3:
The following is a quantum chemistry calculation of C7H8ClN3 as an isolated structure at a distorted geometry, from the OMol25 dataset.

Results
Total charge   0
Energy relative to the best compared isomer or geometry (same formula, charge and spin)   75.6 kcal per mole
Lowest unoccupied orbital energy   0.10 eV
Calculated total energy   -895.83328 hartree

XYZ file:
```
19
Properties=species:S:1:pos:R:3:forces:R:3
C 0.623 2.201 -0.624 -2.83 -0.89 -2.19
C -0.830 -1.654 -0.651 0.53 -2.25 0.26
C -0.150 1.143 -0.249 -1.89 -0.84 0.46
C 0.565 -1.233 -0.407 1.17 -1.36 1.88
C -1.934 0.433 -0.708 4.42 1.97 0.53
C 0.805 0.109 0.323 -0.37 1.11 -0.80
C 0.671 -0.264 1.776 -1.31 0.39 -0.71
N 1.964 1.845 -0.515 1.37 0.60 0.94
N -1.827 -0.955 -0.814 -2.86 1.74 -0.48
N 2.124 0.758 0.064 0.16 -1.37 -0.43
Cl -3.207 0.853 0.448 0.58 0.20 -0.65
H 0.343 3.039 -1.323 0.38 -0.78 1.33
H -1.078 -2.766 -0.713 0.89 1.24 -0.03
H 1.043 -2.112 0.159 -0.40 1.40 -0.68
H 1.024 -1.246 -1.340 1.05 0.09 -1.90
H -1.817 1.034 -1.640 -1.43 -0.87 0.57
H 1.316 -1.080 1.953 0.84 -0.66 0.63
H -0.341 -0.612 1.763 -0.78 -0.61 0.75
H 0.707 0.508 2.499 0.47 0.88 0.52
```
Positions in Å, forces in eV/Å.

=====

Entry 4:
The following is a quantum chemistry calculation of C7H8CrO5 as an isolated structure at a distorted geometry, from the OMol25 dataset.

Results
Total charge   +2
Energy relative to the best compared isomer or geometry (same formula, charge and spin)   75.1 kcal per mole
Spin multiplicity   5
Lowest unoccupied orbital energy (alpha / beta)   -8.72 / -13.73 eV
Calculated total energy   -1691.29728 hartree

XYZ file:
```
21
Properties=species:S:1:pos:R:3:forces:R:3
Cr -0.181 -0.088 1.035 -0.30 0.16 -5.26
O -0.165 3.011 0.603 -0.06 -6.34 -0.55
C -0.178 1.823 0.595 0.06 7.13 1.17
C -0.085 -1.975 0.469 0.55 -7.23 0.99
O 0.021 -3.156 0.457 -0.59 6.39 -0.46
C 1.625 -0.007 0.380 7.27 0.04 0.19
O 2.806 0.016 0.245 -6.04 -0.06 0.15
C -1.973 -0.054 0.230 -7.16 0.13 -1.11
O -3.116 -0.007 -0.083 6.16 -0.25 1.32
C 0.061 0.675 -3.692 -0.09 8.80 1.21
H -0.894 1.164 -3.549 0.06 0.68 -0.57
H 0.990 1.168 -3.441 0.01 0.69 -0.51
C 0.067 -0.592 -3.712 -0.03 -9.39 0.42
H 0.996 -1.125 -3.527 -0.09 -0.37 -0.50
H -0.879 -1.120 -3.621 0.15 -0.41 -0.44
C 0.889 -0.441 3.334 -0.91 0.57 1.84
O -0.466 -0.194 2.872 -2.91 1.45 -0.95
H 1.276 -1.330 2.839 -0.18 0.05 0.08
H 0.480 -0.643 4.301 2.07 -0.49 1.59
H 1.514 0.436 3.219 0.16 -0.03 0.30
H -1.026 0.652 2.991 1.86 -1.52 1.09
```
Positions in Å, forces in eV/Å.